Record 1
C6H6N2 | the ωB97M-V functional and the def2-TZVPD basis

HOMO energy (eV): -8.71
Energy relative to the best compared isomer or geometry (same formula, charge and spin) (kcal/mol): 56.4
Multiplicity: 1
Charge: 0
SMILES: C#Cc1c[nH]nc1C

```
14
C6H6N2 | the OMol25 dataset | the ωB97M-V functional and the def2-TZVPD basis
C -2.930 0.703 0.036
C -1.717 0.648 0.043
C -0.300 0.614 -0.061
C 0.660 1.683 -0.076
N 1.859 1.141 0.071
N 1.863 -0.181 -0.001
C 0.558 -0.518 -0.036
C 0.269 -2.015 -0.011
H -3.963 0.584 -0.146
H 0.351 2.657 -0.171
H 2.775 1.439 0.274
H -0.131 -2.234 -1.062
H 1.105 -2.433 0.327
H -0.399 -2.089 0.813
```

***

Record 2
CH20O9 | the ωB97M-V functional and the def2-TZVPD basis

HOMO energy (eV): -10.48
Energy relative to the best compared isomer or geometry (same formula, charge and spin) (kcal/mol): 4.7
Multiplicity: 1
Charge: 0
SMILES: CO.O.O.O.O.O.O.O.O

```
30
CH20O9 | the OMol25 dataset | the ωB97M-V functional and the def2-TZVPD basis
C 8.993 4.889 8.421
O 9.608 5.517 7.311
H 8.073 4.424 8.170
H 9.722 4.148 8.831
H 8.815 5.640 9.141
H 10.541 5.827 7.541
O 7.986 7.877 4.244
H 8.692 7.204 4.281
H 7.555 7.688 3.444
O 6.127 7.526 9.801
H 6.035 7.517 8.801
H 5.482 6.937 10.086
O 6.989 6.850 6.948
H 6.996 7.387 6.140
H 7.939 6.748 7.154
O 5.951 4.393 6.371
H 6.396 3.977 5.616
H 6.474 5.184 6.699
O 9.053 4.790 4.548
H 9.301 4.979 5.466
H 9.832 4.557 4.064
O 9.934 8.588 6.859
H 9.533 8.205 7.683
H 9.220 8.891 6.305
O 11.473 6.891 8.895
H 10.691 7.179 9.387
H 12.029 7.623 8.585
O 8.983 7.955 9.945
H 8.975 8.831 10.249
H 8.046 7.619 9.973
```

***

Record 3
C48H115N13O10 | the ωB97M-V functional and the def2-TZVPD basis

HOMO energy (eV): -8.50
Energy relative to the best compared isomer or geometry (same formula, charge and spin) (kcal/mol): 173.3
Multiplicity: 1
Charge: 0

```
186
C48H115N13O10 | the OMol25 dataset | the ωB97M-V functional and the def2-TZVPD basis
C 20.976 19.252 11.785
C 21.025 17.751 11.630
N 19.758 17.309 10.966
C 19.549 15.850 11.271
C 18.125 15.526 11.017
C 19.801 17.655 9.500
C 20.761 16.885 8.593
H 21.878 19.636 12.262
H 20.085 19.560 12.333
H 20.900 19.793 10.842
H 21.861 17.336 11.066
H 21.077 17.449 12.676
H 20.258 15.256 10.694
H 19.709 15.772 12.347
H 18.010 15.629 9.938
H 17.873 14.523 11.360
H 17.348 16.117 11.502
H 19.993 18.718 9.351
H 18.818 17.485 9.061
H 20.711 15.802 8.703
H 21.768 17.116 8.939
H 20.683 17.151 7.539
C 9.015 15.610 15.968
C 10.499 16.067 16.225
N 11.150 15.337 17.364
C 10.471 15.381 18.602
C 10.510 16.791 19.225
C 11.423 13.970 16.829
C 12.490 13.963 15.698
H 8.564 16.256 15.214
H 8.396 15.777 16.850
H 8.852 14.618 15.547
H 11.138 16.127 15.344
H 10.544 17.144 16.388
H 9.433 15.050 18.566
H 11.102 14.773 19.250
H 11.480 17.238 19.010
H 9.824 17.487 18.743
H 10.279 16.680 20.285
H 10.436 13.572 16.592
H 11.876 13.393 17.636
H 13.451 14.380 16.000
H 12.175 14.570 14.849
H 12.672 12.973 15.281
C 19.946 8.405 12.811
C 20.643 9.331 13.840
N 20.248 10.758 13.758
C 21.250 11.567 14.469
C 22.486 11.979 13.553
C 18.879 10.983 14.285
C 18.251 12.318 13.827
H 19.122 7.844 13.253
H 20.630 7.768 12.251
H 19.582 8.943 11.936
H 20.449 9.061 14.878
H 21.712 9.198 13.671
H 20.784 12.524 14.706
H 21.607 11.125 15.399
H 23.097 12.651 14.156
H 23.098 11.111 13.309
H 22.062 12.545 12.724
H 18.684 10.888 15.354
H 18.226 10.235 13.835
H 18.764 13.244 14.087
H 17.251 12.576 14.176
H 18.220 12.173 12.748
C 14.667 11.636 17.681
O 15.332 12.189 16.842
N 14.819 10.330 18.027
C 15.762 9.454 17.326
C 13.957 9.722 19.052
H 13.796 12.055 18.206
H 16.548 9.902 16.718
H 15.209 8.680 16.794
H 16.322 8.849 18.039
H 13.568 8.778 18.669
H 14.501 9.618 19.991
H 13.156 10.372 19.403
C 13.893 15.387 11.306
O 14.947 15.355 11.984
N 13.911 15.233 9.970
C 12.765 15.541 9.083
C 15.082 14.801 9.301
H 12.867 15.601 11.644
H 13.003 16.382 8.432
H 11.837 15.866 9.553
H 12.576 14.740 8.368
H 15.468 15.528 8.586
H 15.882 14.462 9.959
H 14.909 13.937 8.659
C 22.605 18.353 15.524
O 23.215 17.435 16.052
N 23.187 19.576 15.396
C 22.484 20.746 14.924
C 24.617 19.774 15.679
H 21.564 18.339 15.167
H 22.869 21.079 13.960
H 22.726 21.538 15.632
H 21.413 20.584 14.802
H 24.988 20.161 14.730
H 24.768 20.517 16.462
H 25.187 18.871 15.897
C 14.531 10.429 13.955
O 14.288 9.212 13.821
N 14.413 11.351 12.943
C 14.823 12.728 13.254
C 13.900 11.120 11.615
H 14.900 10.845 14.906
H 15.548 13.102 12.530
H 15.179 12.899 14.270
H 14.014 13.459 13.237
H 14.660 11.480 10.921
H 13.882 10.074 11.307
H 12.903 11.550 11.526
C 18.022 15.155 20.519
O 18.350 16.121 21.175
N 18.178 13.849 20.900
C 19.143 13.424 21.916
C 17.402 12.780 20.235
H 17.443 15.304 19.595
H 18.572 12.815 22.616
H 19.628 14.235 22.459
H 19.892 12.794 21.437
H 16.701 13.297 19.581
H 18.012 12.113 19.625
H 16.914 12.102 20.935
C 16.476 22.330 14.392
O 15.326 21.953 14.649
N 17.527 21.550 14.482
C 18.731 22.026 13.888
C 17.620 20.341 15.243
H 16.716 23.304 13.937
H 18.960 21.429 13.005
H 19.590 22.066 14.558
H 18.624 23.042 13.510
H 16.786 20.147 15.918
H 17.723 19.426 14.660
H 18.482 20.411 15.906
C 14.350 16.549 18.711
O 15.030 15.921 19.557
N 14.646 17.749 18.202
C 13.870 18.401 17.107
C 15.812 18.523 18.679
H 13.438 16.173 18.222
H 13.475 19.334 17.509
H 14.522 18.705 16.288
H 13.066 17.876 16.591
H 16.346 18.039 19.496
H 16.437 18.734 17.811
H 15.284 19.406 19.039
C 13.641 19.624 11.270
O 12.421 19.522 11.381
N 14.644 19.157 12.008
C 16.059 19.450 11.747
C 14.519 18.302 13.134
H 14.045 20.295 10.496
H 16.184 20.297 11.073
H 16.552 18.610 11.258
H 16.641 19.509 12.667
H 13.478 18.001 13.244
H 15.177 17.443 12.993
H 14.838 18.895 13.991
C 19.242 18.981 20.579
O 18.400 19.806 20.386
N 19.921 18.478 19.567
C 20.988 17.534 19.891
C 19.811 18.851 18.174
H 19.480 18.617 21.590
H 20.915 17.038 20.859
H 21.940 18.059 19.971
H 21.115 16.700 19.200
H 20.644 19.487 17.874
H 19.946 17.960 17.560
H 18.924 19.395 17.851
C 17.928 16.801 14.781
O 19.043 17.304 14.784
N 17.458 15.795 15.581
C 16.126 15.263 15.440
C 18.242 15.444 16.781
H 17.144 17.104 14.070
H 15.757 15.429 14.429
H 15.505 15.731 16.204
H 16.154 14.224 15.767
H 19.299 15.702 16.720
H 17.877 15.948 17.676
H 18.062 14.378 16.924
```

***

E_tot in a.u., matching the order above: -341.63270, -727.25758, -3361.97384